[1]
The following is a quantum chemistry calculation of 7 unconnected molecules or ions with the total composition C39H80N3O8Si2, from OMol25.

The HOMO energy is -10.8 eV. As for the total charge: +1. The calculation puts the HOMO-LUMO gap at 7.162 eV. The spin multiplicity is 1.

Positions of all 132 atoms, in Å:
C 0.0739 0.6707 0.1196
N 0.5560 -0.7297 0.2563
N 0.8510 -1.0544 1.4960
C 1.2234 -2.3083 1.5662
C 1.3374 -3.2815 0.5387
N 1.7272 -4.5965 0.8746
C 1.0402 -2.8355 -0.7897
C 1.1313 -3.7912 -1.9664
C -0.1770 -4.7004 -1.9723
O -1.1872 -3.9722 -1.2599
Si -2.2497 -4.9788 -0.3641
C -2.5813 -6.6337 -1.2574
C -3.9578 -4.1632 -0.1700
C -1.6334 -5.2704 1.4175
C 0.6358 -1.4798 -0.8324
C 0.2693 -0.8688 -2.1878
C -1.2960 -0.9117 -2.3204
O -1.8220 0.1819 -3.0433
Si -3.5351 0.0070 -3.1160
C -4.3380 1.4293 -4.0820
C -4.3575 -0.0532 -1.4125
C -3.9854 -1.5878 -4.0746
H 0.0990 1.1848 1.0932
H -0.9633 0.7231 -0.2424
H 0.7798 1.2258 -0.5223
H 1.4824 -2.6470 2.5814
H 1.4087 -5.1841 0.1043
H 2.7556 -4.6269 0.8739
H 1.3139 -3.3152 -2.9387
H 2.0156 -4.4339 -1.7687
H -0.5042 -4.8613 -3.0135
H 0.0627 -5.6651 -1.4855
H -1.6239 -7.1863 -1.2813
H -2.8516 -6.3581 -2.2976
H -3.3784 -7.2129 -0.7708
H -4.5986 -4.7885 0.4836
H -4.4838 -4.0889 -1.1403
H -3.8836 -3.1600 0.2889
H -0.7780 -5.9709 1.4117
H -2.4410 -5.7552 1.9972
H -1.3570 -4.3007 1.8702
H 0.7119 0.1235 -2.3600
H 0.6641 -1.5162 -2.9881
H -1.5491 -1.9034 -2.7548
H -1.7087 -0.9396 -1.2870
H -5.4265 1.2466 -4.0072
H -3.9927 1.3494 -5.1292
H -4.0441 2.3900 -3.6231
H -5.4053 -0.3965 -1.5137
H -4.3332 0.9250 -0.8946
H -3.8744 -0.7833 -0.7261
H -4.7586 -1.4217 -4.8374
H -3.0355 -1.9300 -4.5430
H -4.2482 -2.3936 -3.3591
C -0.1482 1.7711 5.8994
C 0.5353 0.8522 4.8989
C -0.6226 -0.0135 4.4300
O -1.8013 0.7948 4.5111
C -1.5047 1.9877 5.2480
H 0.3893 2.7013 6.0810
H -0.2696 1.2548 6.8550
H 0.9274 1.4397 4.0625
H 1.3561 0.2729 5.3215
H -0.7617 -0.8811 5.0850
H -0.4942 -0.3671 3.4079
H -1.4763 2.8247 4.5398
H -2.2964 2.1750 5.9743
C -1.5592 5.1846 2.0516
C -1.2623 3.8066 1.4840
C -2.6589 3.2186 1.3446
O -3.5409 4.3120 1.0906
C -2.8475 5.5457 1.3358
H -0.7634 5.9092 1.8856
H -1.7355 5.1133 3.1241
H -0.7964 3.9022 0.4973
H -0.6069 3.2015 2.1145
H -2.9800 2.7329 2.2729
H -2.7322 2.4925 0.5295
H -2.6451 6.0172 0.3678
H -3.4795 6.2120 1.9215
C -2.8309 8.5888 6.0434
C -2.3310 7.2484 6.5553
C -2.5254 6.3570 5.3401
O -2.3654 7.1915 4.1848
C -2.3627 8.5656 4.5983
H -2.4476 9.4429 6.6003
H -3.9229 8.6177 6.0828
H -1.2681 7.3184 6.8020
H -2.8615 6.8878 7.4360
H -3.5356 5.9342 5.3138
H -1.8044 5.5371 5.3017
H -1.3389 8.9433 4.5065
H -3.0076 9.1465 3.9378
C -3.6926 3.8864 -8.7873
C -4.8342 3.1541 -9.4729
C -5.1626 2.0699 -8.4601
O -4.8554 2.6064 -7.1665
C -4.1113 3.8206 -7.3279
H -3.5479 4.9062 -9.1421
H -2.7580 3.3379 -8.9341
H -5.6879 3.8261 -9.5920
H -4.5757 2.7557 -10.4535
H -4.5412 1.1807 -8.6138
H -6.2111 1.7700 -8.4907
H -4.7684 4.6563 -7.0656
H -3.2598 3.8209 -6.6450
C 6.0546 -2.6383 -1.5276
C 5.0810 -1.7548 -0.7617
C 4.2391 -2.7846 -0.0262
O 5.0814 -3.9098 0.2228
C 6.2928 -3.7674 -0.5415
H 6.9718 -2.1307 -1.8211
H 5.5737 -3.0250 -2.4310
H 5.6255 -1.1362 -0.0442
H 4.4892 -1.0960 -1.3987
H 3.4048 -3.1242 -0.6408
H 3.8454 -2.4072 0.9219
H 7.1017 -3.5240 0.1516
H 6.5290 -4.7112 -1.0330
C 9.9541 -3.8997 2.8668
C 11.3162 -3.8257 2.2003
C 10.9444 -3.5191 0.7606
O 9.7256 -2.7603 0.7969
C 9.1840 -2.8198 2.1258
H 9.9827 -3.7379 3.9438
H 9.5011 -4.8772 2.6800
H 11.8912 -2.9975 2.6224
H 11.9058 -4.7359 2.3023
H 10.7529 -4.4372 0.1951
H 11.7139 -2.9460 0.2420
H 9.3286 -1.8389 2.5910
H 8.1131 -3.0279 2.0768

Results of the Löwdin charge analysis, in e, for atoms 1 through 2: atom 1 (C): 0.048, atom 2 (N): -0.077

***

[2]
The following is a quantum chemistry calculation of 4 unconnected molecules or ions with the total composition C39H81BN2O7, from OMol25.

The HOMO energy is -8.8 eV. Its SMILES is CCCCCCCCCCCC[C@H](OCN)[C@@H](O[C@H](CCc1ccccc1)NCCC)B(O)O.CCOCC.CCOCC.CCOCC. The calculation puts the HOMO-LUMO gap at 9.123 eV. The spin multiplicity is 1.

Positions of all 130 atoms, in Å:
C 0.9255 5.6904 6.2217
C 0.0755 5.2870 4.8904
C 0.8440 3.9980 4.2594
C -0.0678 2.7127 4.5917
C 0.8431 1.3948 4.3220
C -0.1093 0.1013 4.3621
C -1.0145 0.1397 3.0049
C -1.2009 -1.3794 2.5148
C -0.0233 -1.8769 1.5039
C -0.3783 -3.3340 0.9408
C 0.5510 -3.7771 -0.3413
C -0.4622 -3.9741 -1.5732
C 0.2000 -4.6473 -2.8924
O 0.8249 -5.8904 -2.4514
C 0.0019 -7.0456 -2.7336
N -0.7636 -7.5643 -1.5409
C 1.4215 -3.7427 -3.4923
O 2.2208 -4.4042 -4.4786
C 1.8126 -4.2717 -5.8345
C 0.3205 -4.7819 -6.1849
C -0.0491 -4.7403 -7.7437
C -0.4887 -3.3097 -8.2943
C -1.9370 -3.1723 -8.8922
C -2.5094 -1.8747 -9.5005
C -1.6344 -0.5988 -9.5444
C -0.1984 -0.7082 -8.9572
C 0.3839 -2.0317 -8.3386
N 2.7202 -5.2111 -6.6111
C 3.3519 -4.5127 -7.7639
C 4.2258 -5.4564 -8.7206
C 5.5672 -5.8891 -7.9122
B 0.9152 -2.2356 -3.8315
O 1.9025 -1.1639 -3.6666
O -0.4388 -1.8996 -4.2488
H 0.2294 6.2722 6.9316
H 1.2896 4.7024 6.6724
H 1.8484 6.2816 5.9067
H -0.9900 4.9359 5.1639
H 0.0655 6.1688 4.1533
H 1.8726 3.8526 4.7472
H 0.9230 4.1274 3.1247
H -0.9726 2.7645 3.8719
H -0.4352 2.7131 5.6720
H 1.3343 1.5041 3.2964
H 1.6287 1.3502 5.1699
H -0.7524 0.1678 5.3169
H 0.4994 -0.8753 4.3187
H -0.3738 0.6762 2.2232
H -2.0077 0.6918 3.2009
H -2.2285 -1.4547 2.0135
H -1.2390 -2.0353 3.4576
H 0.9367 -1.8668 2.1418
H 0.0294 -1.0610 0.6924
H -1.4707 -3.2822 0.5682
H -0.2887 -4.1344 1.7599
H 1.2172 -4.6725 -0.1178
H 1.1754 -2.8320 -0.5799
H -1.0690 -3.0181 -1.8165
H -1.2593 -4.7375 -1.2181
H -0.6524 -4.7910 -3.6392
H 0.7344 -7.8972 -3.0165
H -0.7017 -6.9316 -3.6248
H -1.7590 -7.7128 -1.8017
H -0.3830 -8.5082 -1.3300
H 2.1129 -3.6141 -2.5683
H 2.0339 -3.2448 -6.3272
H -0.4516 -4.1010 -5.6531
H 0.1772 -5.8222 -5.7135
H 0.7551 -5.1543 -8.4419
H -0.9648 -5.4357 -7.8774
H -2.6299 -4.0925 -8.8938
H -3.5734 -1.8760 -9.9373
H -2.0796 0.3439 -10.0021
H 0.4327 0.2520 -9.0053
H 1.4541 -2.0454 -7.9560
H 2.2058 -6.0569 -6.8882
H 2.5642 -3.9675 -8.4150
H 4.0317 -3.6948 -7.3266
H 4.4515 -4.8960 -9.6941
H 3.5811 -6.3607 -8.9952
H 5.5032 -6.9892 -7.5680
H 6.4495 -5.6883 -8.6073
H 5.7144 -5.1924 -7.0026
H 2.1854 -0.8208 -4.5413
H -0.3730 -0.9464 -4.4830
C -3.1107 6.8958 0.2634
C -2.7053 6.6519 1.7077
O -1.5284 7.3492 2.0927
C -1.5760 8.7674 2.0021
C -2.6580 9.3939 2.8640
H -2.2986 6.6145 -0.4141
H -3.9979 6.3085 0.0129
H -3.3432 7.9455 0.0766
H -2.4922 5.5879 1.8377
H -3.5260 6.8880 2.3921
H -1.6770 9.0754 0.9559
H -0.6018 9.1319 2.3383
H -3.6574 9.0684 2.5676
H -2.6229 10.4835 2.7857
H -2.5208 9.1142 3.9124
C -3.3328 12.5134 7.0763
C -2.9965 11.0619 6.7765
O -1.6540 10.8673 6.3493
C -0.6382 11.2570 7.2645
C -0.7004 10.5185 8.5903
H -3.1502 13.1375 6.1961
H -4.3828 12.6090 7.3645
H -2.7267 12.9127 7.8912
H -3.6360 10.7148 5.9611
H -3.2170 10.4208 7.6356
H -0.6623 12.3415 7.4155
H 0.3162 11.0339 6.7806
H -1.6342 10.7103 9.1226
H 0.1243 10.8286 9.2369
H -0.6318 9.4389 8.4294
C 1.1318 -7.2369 1.7526
C 1.6089 -6.3416 2.8798
O 0.7131 -6.2909 3.9829
C 0.4495 -7.5244 4.6378
C 1.6906 -8.1812 5.2169
H 0.1515 -6.9079 1.3942
H 1.8382 -7.2079 0.9189
H 1.0330 -8.2772 2.0681
H 1.6947 -5.3210 2.4979
H 2.6088 -6.6287 3.2197
H -0.0781 -8.2054 3.9615
H -0.2441 -7.2999 5.4524
H 2.4188 -8.4339 4.4438
H 1.4236 -9.1026 5.7407
H 2.1844 -7.5079 5.9233

Results of the Löwdin charge analysis, in e, for atoms 1 through 2: atom 1 (C): -0.135, atom 2 (C): -0.246

***

[3]
The following is a quantum chemistry calculation of 7 unconnected molecules or ions with the total composition C39H82FN3O9, from OMol25.

The HOMO energy is -7.5 eV. Its SMILES is N#CO[C@](N)(CCCCCCCCCCCCn1cccc1)OC(=O)CCF.CC(C)O.CC(C)O.CC(C)O.CC(C)O.CC(C)O.CC(C)O. The calculation puts the energy relative to the best compared isomer or geometry (same formula, charge and spin) at 1526.6 kJ/mol. The calculation puts the HOMO-LUMO gap at 7.757 eV. The spin multiplicity is 1.

Positions of all 134 atoms, in Å:
N -5.1671 1.5794 -4.2861
C -5.1238 0.3038 -3.9603
O -4.7717 -1.1035 -3.5755
C -3.3663 -1.1247 -3.0494
N -3.1339 -0.0951 -1.9547
C -2.4262 -0.6777 -4.3553
C -0.9659 -1.4217 -4.3946
C 0.0361 -1.0562 -3.1496
C 0.9790 0.2649 -3.3800
C 0.1680 1.6752 -3.5761
C 0.7383 2.9388 -2.7039
C 2.3669 3.1131 -2.7019
C 2.7825 3.7268 -1.2024
C 2.5522 2.5091 -0.1245
C 3.4022 2.6483 1.2703
C 4.7384 1.6946 1.3639
C 4.4416 0.0839 1.3017
N 3.9546 -0.5320 2.5943
C 2.9876 -0.0613 3.6579
C 2.9296 -1.2991 4.7316
C 3.9265 -2.4998 4.2153
C 4.5782 -1.9287 2.7964
O -2.9675 -2.4330 -2.5076
C -3.5379 -2.6777 -1.1677
O -4.8207 -2.3939 -0.8161
C -2.6353 -3.3992 0.0409
C -1.0778 -2.8743 0.0847
F -0.2729 -3.7598 -0.7880
H -2.9058 0.8474 -2.3475
H -4.0255 0.0729 -1.3983
H -2.3840 0.4947 -4.4944
H -3.0290 -1.0807 -5.3036
H -0.4385 -1.0936 -5.4042
H -1.1591 -2.5906 -4.4969
H -0.5733 -0.9532 -2.1560
H 0.7755 -1.9803 -3.0215
H 1.7372 0.3225 -2.4719
H 1.6676 0.1392 -4.3467
H -0.9420 1.4755 -3.1845
H 0.0293 1.9670 -4.7249
H 0.2998 3.9225 -3.2190
H 0.2405 2.8940 -1.6407
H 2.9790 2.1226 -2.8131
H 2.6854 3.8439 -3.5738
H 3.9047 4.1166 -1.2406
H 2.0097 4.5810 -0.9743
H 1.3970 2.5377 0.1734
H 2.7230 1.5033 -0.7045
H 3.7756 3.7805 1.3248
H 2.6486 2.5204 2.1582
H 5.4308 2.0242 2.2783
H 5.3875 1.9494 0.3949
H 3.6019 -0.1023 0.4801
H 5.3982 -0.5009 0.9181
H 2.4274 0.9662 3.6713
H 2.2359 -1.2675 5.6743
H 4.1264 -3.5560 4.7040
H 5.3551 -2.4960 2.1065
H -3.1264 -3.0502 1.0693
H -2.7487 -4.5739 0.0181
H -1.0158 -1.7337 -0.1692
H -0.7139 -3.0241 1.2091
C 5.1580 -0.8072 -7.5982
C 4.5199 -0.2178 -6.3505
C 5.4318 -0.3586 -5.1421
O 3.2865 -0.8834 -6.0913
H 5.3535 -1.8777 -7.4699
H 4.4854 -0.7098 -8.4571
H 6.1017 -0.3054 -7.8336
H 4.2921 0.8405 -6.5184
H 5.6371 -1.4132 -4.9269
H 4.9546 0.0589 -4.2490
H 6.3838 0.1568 -5.3039
H 3.4790 -1.8238 -5.9410
C -7.9666 -1.7215 -2.7303
C -9.4176 -2.1273 -2.5273
C -10.3148 -1.5330 -3.6012
O -9.8571 -1.6838 -1.2461
H -7.8524 -0.6332 -2.6741
H -7.3344 -2.1464 -1.9432
H -7.5935 -2.0623 -3.7012
H -9.4999 -3.2196 -2.5419
H -10.2839 -0.4379 -3.5758
H -11.3578 -1.8233 -3.4353
H -10.0123 -1.8681 -4.5982
H -9.7876 -0.7149 -1.2239
C 2.8404 -4.4676 8.9131
C 2.2579 -3.2967 8.1378
C 0.7656 -3.1521 8.3902
O 2.4844 -3.4934 6.7444
H 2.3731 -5.4107 8.6082
H 3.9125 -4.5670 8.7122
H 2.6963 -4.3386 9.9903
H 2.7712 -2.3727 8.4259
H 0.2249 -4.0486 8.0667
H 0.3577 -2.3132 7.8163
H 0.5594 -2.9836 9.4517
H 2.0323 -4.3117 6.4797
C 8.6326 -5.1151 7.0936
C 7.1816 -5.5209 7.2967
C 6.2843 -4.9266 6.2228
O 6.7420 -5.0773 8.5779
H 8.7467 -4.0268 7.1499
H 9.2647 -5.5399 7.8808
H 9.0056 -5.4558 6.1228
H 7.0993 -6.6131 7.2821
H 6.3153 -3.8315 6.2481
H 5.2413 -5.2169 6.3886
H 6.5869 -5.2617 5.2258
H 6.8116 -4.1085 8.6001
C -11.6477 2.7129 -0.5893
C -10.4422 1.9420 -0.0758
C -9.7243 2.7053 1.0258
O -9.5389 1.7058 -1.1526
H -11.3446 3.6761 -1.0149
H -12.1473 2.1572 -1.3901
H -12.3696 2.8969 0.2125
H -10.7637 0.9654 0.3024
H -9.3530 3.6682 0.6575
H -8.8518 2.1441 1.3772
H -10.3884 2.8889 1.8761
H -9.2482 2.5675 -1.4947
C 3.1740 9.0185 -0.8420
C 2.7737 7.7279 -1.5387
C 1.4500 7.8806 -2.2708
O 2.6619 6.6852 -0.5734
H 2.4277 9.3075 -0.0935
H 4.1222 8.8901 -0.3092
H 3.2838 9.8371 -1.5601
H 3.5552 7.4349 -2.2483
H 0.6426 8.1293 -1.5729
H 1.1685 6.9405 -2.7572
H 1.5081 8.6650 -3.0318
H 1.9702 6.9366 0.0609

Results of the Löwdin charge analysis, in e, for atoms 1 through 2: atom 1 (N): 0.114, atom 2 (C): -0.134